(1)
Formula: C30H44BrClN2P2Re
Source: the Open Molecules 2025 dataset
Level of theory: ωB97M-V/def2-TZVPD

Element x y z (Å)
N (4.118, -0.401, -4.848)
C (4.568, -0.260, -3.597)
C (3.768, -0.522, -2.477)
C (2.466, -1.015, -2.686)
C (2.004, -1.161, -4.008)
C (2.876, -0.838, -5.062)
C (1.655, -1.492, -1.548)
Re (0.266, -0.352, -0.110)
P (-1.148, -0.006, 1.711)
C (0.215, -1.696, -1.734)
C (-0.399, -2.851, -1.065)
C (-1.742, -3.157, -1.416)
C (-2.535, -3.710, -0.429)
C (-1.944, -3.858, 0.829)
C (-0.585, -3.941, 1.062)
C (0.240, -3.452, 0.049)
Br (-3.136, -4.013, 2.387)
H (2.232, -2.170, -0.900)
H (-0.278, -1.367, -2.654)
H (4.157, -0.374, -1.470)
H (1.012, -1.547, -4.237)
H (5.606, 0.069, -3.467)
H (2.534, -0.958, -6.094)
H (-2.131, -2.885, -2.401)
H (1.324, -3.487, 0.151)
H (-3.577, -3.950, -0.586)
H (-0.191, -4.323, 1.998)
P (-0.285, 1.418, -1.361)
C (-0.311, -0.956, 3.054)
C (-1.253, -1.664, 4.016)
H (0.346, -0.251, 3.588)
H (0.355, -1.695, 2.576)
H (-0.665, -2.229, 4.750)
H (-1.908, -0.977, 4.565)
H (-1.871, -2.400, 3.476)
C (-2.793, -0.695, 1.302)
C (-3.939, -0.427, 2.276)
H (-2.644, -1.776, 1.218)
H (-3.047, -0.353, 0.283)
H (-4.806, -1.013, 1.950)
H (-3.699, -0.750, 3.296)
H (-4.223, 0.631, 2.276)
C (-1.508, 1.656, 2.394)
C (-1.832, 1.691, 3.886)
H (-2.338, 2.075, 1.802)
H (-0.630, 2.283, 2.180)
H (-2.035, 2.729, 4.178)
H (-2.730, 1.107, 4.127)
H (-0.992, 1.329, 4.491)
C (0.130, 3.218, -1.045)
C (-0.615, 3.957, 0.057)
H (-0.028, 3.750, -1.996)
H (1.215, 3.263, -0.862)
H (-0.610, 5.034, -0.160)
H (-1.663, 3.655, 0.144)
H (-0.131, 3.842, 1.033)
C (-2.139, 1.568, -1.578)
C (-2.769, 0.402, -2.330)
H (-2.324, 2.517, -2.100)
H (-2.576, 1.661, -0.572)
H (-3.864, 0.501, -2.314)
H (-2.459, 0.376, -3.384)
H (-2.516, -0.569, -1.879)
C (0.196, 1.477, -3.174)
C (1.550, 2.125, -3.470)
H (-0.608, 2.000, -3.719)
H (0.193, 0.444, -3.554)
H (1.788, 2.004, -4.534)
H (1.567, 3.197, -3.251)
H (2.353, 1.641, -2.901)
Cl (4.852, -1.476, 3.096)
C (3.849, -0.234, 2.484)
C (3.945, 1.062, 2.995)
C (3.057, 2.003, 2.479)
C (2.130, 1.636, 1.499)
N (1.986, 0.354, 1.092)
C (2.901, -0.559, 1.505)
H (4.672, 1.295, 3.767)
H (3.052, 3.032, 2.827)
H (1.468, 2.374, 1.031)
H (2.830, -1.564, 1.094)

Values from the calculation:
relative energy (zero: lowest compared OMol25 entry of this formula, charge and spin)	0.0	kJ/mol
charge	+4
frontier orbital gap (spin up / spin down)	5.40 / 4.67	eV
DFT total energy	-5072.5651	a.u.
lowest unoccupied orbital energy (spin up / spin down)	-14.305 / -15.092	eV
multiplicity	4

***

(2)
Formula: CH4N2O
Source: the Open Molecules 2025 dataset
Level of theory: ωB97M-V/def2-TZVPD

Element x y z (Å)
N (0.125, 0.511, -1.750)
C (-0.222, -0.381, 1.778)
O (0.081, 0.085, -0.506)
N (0.503, -1.277, 1.444)
H (-0.339, -0.088, -2.426)
H (1.022, 0.887, -2.043)
H (-0.643, -0.084, 2.735)
H (-0.528, 0.345, 0.768)

Values from the calculation:
relative energy (zero: lowest compared OMol25 entry of this formula, charge and spin)	632.1	kJ/mol
frontier orbital gap (spin up / spin down)	9.72 / 7.97	eV
DFT total energy	-225.0512	a.u.
lowest unoccupied orbital energy (spin up / spin down)	0.176 / -0.474	eV

***

(3)
Formula: C53H142N10O18
Source: the Open Molecules 2025 dataset
Level of theory: ωB97M-V/def2-TZVPD

Element x y z (Å)
C (-3.532, 8.848, 26.407)
O (-2.227, 8.990, 25.899)
C (-2.101, 8.186, 24.740)
C (-0.613, 8.121, 24.305)
N (0.076, 7.431, 25.381)
C (1.527, 7.725, 25.464)
C (2.131, 7.306, 26.772)
O (1.697, 8.107, 27.836)
C (2.165, 7.700, 29.158)
H (-4.281, 9.171, 25.684)
H (-3.674, 9.643, 27.139)
H (-3.823, 7.849, 26.730)
H (-2.657, 8.515, 23.862)
H (-2.490, 7.171, 24.824)
H (-0.143, 9.092, 24.146)
H (-0.497, 7.591, 23.360)
H (-0.413, 7.823, 26.173)
H (1.770, 8.788, 25.478)
H (1.981, 7.138, 24.666)
H (3.219, 7.245, 26.738)
H (1.833, 6.275, 26.963)
H (1.867, 8.442, 29.898)
H (3.236, 7.566, 29.312)
H (1.656, 6.766, 29.397)
C (16.798, 6.582, 35.721)
O (15.450, 6.430, 36.197)
C (14.502, 5.980, 35.221)
C (13.029, 6.389, 35.474)
N (12.111, 5.886, 34.446)
C (10.775, 6.483, 34.645)
C (9.773, 6.280, 33.471)
O (9.179, 5.028, 33.613)
C (8.342, 4.627, 32.545)
H (17.234, 5.698, 35.257)
H (17.426, 6.939, 36.537)
H (16.886, 7.374, 34.978)
H (14.587, 4.894, 35.180)
H (14.832, 6.413, 34.277)
H (13.043, 7.477, 35.539)
H (12.733, 6.080, 36.476)
H (12.035, 4.887, 34.572)
H (10.975, 7.554, 34.672)
H (10.370, 6.114, 35.588)
H (10.223, 6.527, 32.509)
H (8.887, 6.911, 33.533)
H (8.147, 3.559, 32.634)
H (8.800, 4.856, 31.583)
H (7.365, 5.082, 32.707)
C (0.059, -0.441, 31.652)
O (0.434, -0.019, 32.941)
C (-0.697, 0.408, 33.657)
C (-0.216, 0.760, 35.084)
N (0.709, 1.944, 35.135)
C (0.817, 2.454, 36.477)
C (1.899, 3.508, 36.477)
O (3.163, 2.983, 36.255)
C (4.132, 3.942, 36.243)
H (-0.558, -1.339, 31.684)
H (0.983, -0.786, 31.188)
H (-0.473, 0.309, 31.068)
H (-1.414, -0.411, 33.709)
H (-1.214, 1.263, 33.223)
H (0.302, -0.102, 35.504)
H (-1.083, 1.055, 35.676)
H (1.631, 1.602, 34.907)
H (1.137, 1.714, 37.210)
H (-0.156, 2.856, 36.761)
H (1.882, 4.071, 37.410)
H (1.692, 4.205, 35.665)
H (4.026, 4.481, 35.302)
H (5.090, 3.422, 36.272)
H (4.124, 4.634, 37.085)
C (-2.167, 2.559, 29.940)
O (-1.380, 3.612, 30.544)
C (-0.045, 3.249, 30.990)
C (0.386, 4.424, 31.859)
N (-0.089, 4.324, 33.242)
C (-1.536, 4.629, 33.326)
C (-2.173, 4.414, 34.742)
O (-2.203, 5.616, 35.470)
C (-1.001, 5.816, 36.157)
H (-3.074, 2.886, 29.432)
H (-2.391, 1.827, 30.715)
H (-1.594, 2.141, 29.113)
H (0.590, 3.210, 30.105)
H (-0.006, 2.358, 31.617)
H (0.017, 5.302, 31.328)
H (1.473, 4.454, 31.931)
H (0.138, 3.417, 33.625)
H (-2.080, 3.958, 32.661)
H (-1.639, 5.657, 32.978)
H (-1.582, 3.681, 35.290)
H (-3.210, 4.087, 34.677)
H (-0.897, 5.190, 37.042)
H (-0.947, 6.871, 36.427)
H (-0.118, 5.637, 35.544)
C (6.986, 12.191, 30.350)
O (5.958, 12.202, 31.285)
C (5.469, 10.897, 31.694)
C (6.392, 9.964, 32.438)
N (5.752, 8.642, 32.764)
C (4.884, 8.744, 33.888)
C (4.631, 7.326, 34.471)
O (5.804, 6.576, 34.773)
C (6.501, 6.887, 35.954)
H (7.881, 11.685, 30.712)
H (7.336, 13.204, 30.147)
H (6.757, 11.760, 29.375)
H (5.049, 10.385, 30.829)
H (4.665, 11.116, 32.397)
H (6.907, 10.425, 33.282)
H (7.163, 9.800, 31.685)
H (6.375, 7.848, 32.792)
H (3.903, 9.094, 33.565)
H (5.292, 9.457, 34.604)
H (4.035, 6.802, 33.724)
H (4.063, 7.236, 35.396)
H (6.776, 7.941, 35.991)
H (7.476, 6.401, 35.926)
H (6.005, 6.586, 36.877)
C (6.430, -1.961, 29.571)
O (7.524, -2.653, 28.969)
H (6.265, -0.932, 29.253)
H (5.543, -2.543, 29.319)
H (6.478, -2.007, 30.659)
H (8.330, -2.166, 29.156)
C (6.305, 3.128, 29.263)
O (6.108, 2.744, 27.942)
H (5.443, 3.621, 29.713)
H (6.491, 2.263, 29.900)
H (7.107, 3.857, 29.378)
H (5.407, 2.093, 27.870)
C (3.537, -1.305, 36.940)
O (2.762, -2.345, 36.392)
H (4.607, -1.467, 36.807)
H (3.255, -0.355, 36.487)
H (3.485, -1.324, 38.028)
H (2.784, -2.205, 35.443)
C (4.670, -3.040, 33.647)
C (3.399, -2.558, 32.867)
C (2.357, -3.683, 32.484)
O (2.943, -4.758, 31.782)
C (2.035, -5.728, 31.298)
N (2.789, -1.533, 33.627)
H (5.391, -2.245, 33.835)
H (5.231, -3.738, 33.024)
H (4.381, -3.478, 34.602)
H (3.807, -2.208, 31.918)
H (1.546, -3.275, 31.882)
H (1.924, -4.050, 33.415)
H (1.223, -5.326, 30.692)
H (1.595, -6.214, 32.170)
H (2.508, -6.480, 30.666)
H (3.440, -0.823, 33.930)
H (2.110, -1.062, 33.045)
C (-3.387, 9.126, 33.991)
C (-1.923, 9.450, 34.161)
C (-1.102, 8.638, 33.206)
O (0.291, 8.769, 33.512)
C (1.165, 7.727, 32.922)
N (-1.710, 10.884, 33.950)
H (-3.872, 9.485, 33.084)
H (-4.013, 9.517, 34.793)
H (-3.640, 8.069, 34.080)
H (-1.705, 9.295, 35.218)
H (-1.298, 8.806, 32.147)
H (-1.237, 7.592, 33.483)
H (0.822, 7.553, 31.902)
H (1.118, 6.823, 33.529)
H (2.202, 8.061, 32.885)
H (-2.030, 11.081, 33.013)
H (-0.720, 11.065, 34.034)
C (5.309, 0.616, 32.232)
C (4.716, 1.757, 33.106)
C (3.411, 2.344, 32.389)
O (3.645, 3.445, 31.494)
C (3.896, 4.719, 32.119)
N (4.334, 1.145, 34.369)
H (6.283, 0.349, 32.642)
H (5.493, 0.897, 31.195)
H (4.749, -0.313, 32.127)
H (5.442, 2.555, 33.268)
H (2.747, 2.643, 33.201)
H (2.722, 1.608, 31.974)
H (3.264, 5.021, 32.955)
H (3.634, 5.465, 31.368)
H (4.959, 4.730, 32.360)
H (5.184, 0.779, 34.773)
H (3.954, 1.849, 34.986)
C (2.735, 2.310, 27.761)
C (3.187, 0.977, 28.421)
C (2.245, -0.274, 28.224)
O (2.812, -1.428, 28.913)
C (1.965, -2.572, 28.819)
N (4.479, 0.569, 27.852)
H (1.712, 2.587, 28.016)
H (2.628, 2.108, 26.695)
H (3.401, 3.140, 27.994)
H (3.296, 1.145, 29.493)
H (2.223, -0.522, 27.163)
H (1.247, -0.016, 28.578)
H (0.929, -2.417, 29.119)
H (2.412, -3.320, 29.473)
H (2.059, -2.917, 27.789)
H (4.521, 0.413, 26.855)
H (4.648, -0.356, 28.221)
C (7.745, 3.334, 37.061)
C (8.651, 2.498, 36.234)
C (7.938, 1.784, 35.038)
O (7.082, 0.721, 35.472)
C (7.740, -0.494, 35.829)
N (9.786, 3.309, 35.853)
H (7.123, 2.774, 37.760)
H (7.104, 4.005, 36.488)
H (8.247, 4.091, 37.663)
H (9.085, 1.689, 36.821)
H (8.680, 1.348, 34.369)
H (7.311, 2.436, 34.431)
H (8.065, -0.485, 36.870)
H (8.584, -0.754, 35.190)
H (6.884, -1.163, 35.744)
H (10.246, 2.958, 35.025)
H (9.438, 4.184, 35.486)

Values from the calculation:
relative energy (zero: lowest compared OMol25 entry of this formula, charge and spin)	0.0	kJ/mol
frontier orbital gap	8.83	eV
DFT total energy	-4005.9252	a.u.
lowest unoccupied orbital energy	0.413	eV